Here is a 2-piece molecular cluster, C3H10S2 overall in a non-equilibrium geometry from the OMol25 dataset. Energies are from ωB97M-V with the def2-TZVPD basis set.

```
15
Properties=species:S:1:pos:R:3:forces:R:3:mulliken_charge:R:1
C 0.5486 1.2906 -1.0838 -0.0443 -1.5017 0.7048 -0.801
S 0.3912 -0.3920 -1.9894 -0.1119 1.9119 0.6100 -0.051
S -0.7428 -1.4786 -0.6681 -0.0342 -0.0872 0.6521 -0.198
H 1.1713 1.2500 -0.1643 -0.4892 -0.3681 -0.6255 0.227
H 0.9461 2.0604 -1.6975 0.6028 0.2503 -1.0660 0.387
H -0.4565 1.6195 -0.8561 -0.2391 -0.1773 0.2492 0.261
H -1.8224 -0.6962 -0.3786 0.3687 -0.0386 -0.5872 0.148
C 0.6546 0.5124 3.1656 0.0290 -1.3243 0.7078 -0.869
C -0.3970 1.4916 2.5866 1.7331 0.3607 1.1964 -0.433
H 0.7465 -0.5067 2.6156 -0.4577 1.7557 0.8115 0.217
H 1.6888 0.9081 3.2272 -0.6418 0.0586 -0.2058 0.283
H 0.3393 0.3173 4.2291 0.4934 -0.1790 -0.9465 0.317
H -0.3807 2.4255 3.2135 0.0553 -0.7079 -0.7257 0.288
H -1.3720 1.0583 2.7468 -0.3930 -0.0719 -0.7092 0.257
H -0.0715 1.7263 1.5739 -0.8711 0.1188 -0.0657 -0.032
```
Positions in Å, forces in eV/Å.

Summary:
Relative energy (zero: lowest compared OMol25 entry of this formula, charge and spin), kJ/mol: 68.9
Total charge: 0
Electronic energy, eV: -24942.9825
SMILES: CSS.CC


Here is C27H49BBrF9GaN2O4 as an isolated structure from the OMol25 dataset. Energies are from ωB97M-V with the def2-TZVPD basis set.

```
94
Properties=species:S:1:pos:R:3:forces:R:3:mulliken_charge:R:1
C 1.0097 3.4685 -7.0926 0.0573 -0.0458 -0.0692 -1.225
C 1.2086 2.0988 -6.4672 0.1529 0.1755 0.0554 0.034
Br -0.0938 0.8709 -7.3288 -0.0357 -0.0637 -0.0614 -0.280
C 1.0852 2.0314 -4.9461 0.0445 -0.0257 0.0466 -0.508
Ga 0.0350 3.4790 -3.9522 -0.0272 -0.0590 -0.0471 -0.880
C 0.5580 3.3807 -1.9638 -0.0236 0.0564 -0.1713 -0.634
C 0.6067 4.7452 -1.2473 -0.2803 -0.0414 0.0873 -1.226
C 1.9533 5.1671 -0.7238 0.1067 0.1755 -0.0819 0.850
F 2.5903 4.1413 -0.1105 0.0902 -0.2521 0.1733 -0.328
F 1.8156 6.1403 0.2406 -0.0687 0.0975 0.0609 -0.348
C 2.9861 5.7440 -1.7183 -0.1089 0.1236 -0.0208 0.672
F 4.1888 5.8391 -1.1026 0.1038 -0.0528 0.0822 -0.325
F 3.1162 4.8966 -2.7484 0.0530 -0.0945 -0.1292 -0.246
C 2.7176 7.1483 -2.3394 -0.0098 -0.0087 0.1520 0.362
F 3.7524 7.3848 -3.1690 0.2184 0.0302 -0.1299 -0.321
F 1.5960 7.1243 -3.0603 -0.2112 0.0300 -0.1907 -0.214
C 2.6198 8.3867 -1.3974 -0.0613 0.0265 0.1270 0.700
F 1.3889 8.5037 -0.8959 0.1902 0.0601 -0.0701 -0.244
F 3.4943 8.3320 -0.3914 -0.0667 0.0874 -0.1444 -0.249
F 2.8795 9.4952 -2.1142 -0.0990 -0.2282 0.1740 -0.273
B -2.0743 3.4933 -4.2431 -0.1259 0.0283 -0.0251 0.960
O -2.7000 4.6825 -4.6379 0.1125 0.0420 0.0271 -0.693
O -2.9705 2.4530 -4.0663 -0.0380 0.0855 0.0877 -0.508
H 1.6490 4.1884 -6.5728 -0.0782 -0.0371 -0.0329 0.247
H -0.0273 3.7964 -6.9919 0.0945 0.0217 0.0983 0.292
H 1.2675 3.4571 -8.1556 -0.0284 -0.0072 0.0462 0.420
H 2.1686 1.6989 -6.8042 -0.1362 -0.0914 -0.0174 0.382
H 0.7007 1.0479 -4.6598 0.0568 0.0686 0.0566 0.361
H 2.1102 2.0750 -4.5458 -0.0582 0.0341 -0.0344 0.239
H 0.5388 4.9582 -4.4403 -0.0414 0.0516 0.0225 -0.325
H -0.1858 2.7588 -1.4563 0.1728 -0.0643 0.0259 0.767
H 1.5252 2.8793 -1.8774 -0.0801 -0.0124 0.0441 0.329
H 0.2166 5.5515 -1.8781 0.0884 0.0029 0.0766 0.361
H -0.0071 4.7396 -0.3372 0.0028 -0.0035 -0.1033 0.288
H -2.0225 5.3615 -4.7356 -0.0643 -0.0736 -0.0152 0.259
H -3.8709 2.7751 -4.2213 0.0794 -0.0474 -0.0497 0.264
C -2.2315 -1.4916 0.1475 0.0084 0.1020 -0.0139 -1.599
C -1.6250 -1.9640 -1.1917 -0.1478 0.1214 0.0894 1.742
C -1.1433 -3.4280 -1.1438 0.0058 -0.0800 -0.0820 -1.534
C 0.2261 -3.6625 -0.5107 0.0184 -0.0365 0.1579 0.607
C 1.2743 -2.7018 -1.0642 -0.0013 -0.1016 -0.0102 -1.504
C 0.8472 -1.2402 -0.9128 -0.0470 0.1341 0.0991 2.038
N -0.4794 -1.0929 -1.6103 0.2141 -0.4079 0.1358 0.793
O -0.3667 -0.9541 -2.8708 -0.0405 0.1844 -0.2226 -0.646
C 0.8048 -0.8667 0.5719 -0.0402 0.0471 0.0103 -1.840
C 1.8337 -0.3032 -1.5971 0.0753 -0.0553 -0.0430 -1.833
C -2.7130 -1.8419 -2.2569 -0.0486 -0.0546 0.0292 -2.076
H -1.5915 -0.8033 0.6852 -0.0010 -0.0009 0.0051 0.338
H -3.1633 -0.9575 -0.0430 -0.0087 -0.0300 -0.0005 0.468
H -2.4476 -2.3339 0.8070 0.0321 -0.0084 0.0122 0.241
H -1.1114 -3.8038 -2.1711 0.0272 0.0936 -0.0317 0.348
H -1.9065 -4.0105 -0.6207 0.0121 -0.0472 -0.0272 0.433
H 0.1678 -3.5870 0.5791 -0.0321 0.0756 -0.0155 -0.549
H 0.5315 -4.6901 -0.7253 0.0000 -0.0166 0.0383 0.482
H 2.2314 -2.8318 -0.5503 -0.0029 -0.0552 -0.0066 0.410
H 1.4449 -2.9139 -2.1240 -0.0414 0.0845 -0.0247 0.333
H 0.4759 0.1662 0.6998 -0.0036 0.0018 -0.0071 0.287
H 1.8235 -0.9451 0.9584 0.0078 0.0397 -0.0074 0.473
H 0.1801 -1.5155 1.1814 0.0289 -0.0376 -0.0119 0.219
H 1.9821 -0.5656 -2.6411 -0.0147 -0.0046 -0.0064 0.472
H 2.7917 -0.3597 -1.0745 -0.0183 0.0004 0.0032 0.453
H 1.4763 0.7247 -1.5564 -0.0137 0.0089 -0.0021 0.234
H -2.9700 -0.7959 -2.4245 0.0035 0.0039 0.0162 0.486
H -3.5990 -2.3718 -1.8948 0.0169 0.0041 -0.0137 0.427
H -2.4059 -2.2687 -3.2073 0.0244 0.0145 -0.0175 0.410
C -2.8507 -3.2666 6.0111 0.0421 0.1109 -0.0339 -1.605
C -2.1831 -4.0189 4.8408 -0.1150 0.1039 0.0325 1.896
C -1.6919 -5.4290 5.2285 0.0077 -0.0856 -0.0431 -1.322
C -0.3483 -5.5041 5.9523 -0.0148 0.0308 0.0169 -0.497
C 0.7134 -4.6721 5.2381 0.0168 -0.1060 0.0211 -1.211
C 0.2759 -3.2184 5.0473 -0.0278 0.1758 0.0271 1.890
N -1.0223 -3.2479 4.2838 0.1843 -0.3814 0.2175 0.150
O -0.8562 -3.3967 3.0296 -0.0632 0.1922 -0.3217 -0.348
C 0.1716 -2.5205 6.4041 -0.0273 0.0427 -0.0089 -2.137
C 1.2882 -2.4477 4.2066 0.0476 -0.0541 0.0041 -1.970
C -3.2259 -4.1584 3.7337 -0.0483 -0.0628 0.0361 -2.163
H -2.2394 -2.4667 6.4104 -0.0035 -0.0048 0.0025 0.356
H -3.7754 -2.8018 5.6686 -0.0112 -0.0308 0.0141 0.477
H -3.0999 -3.9454 6.8277 0.0064 -0.0118 0.0063 0.280
H -1.6091 -6.0132 4.3074 0.0291 0.0642 -0.0359 0.391
H -2.4748 -5.9005 5.8276 0.0083 -0.0485 -0.0225 0.398
H -0.4429 -5.2006 6.9984 -0.0227 0.0747 -0.0241 0.282
H -0.0297 -6.5486 5.9691 -0.0021 -0.0053 0.0675 0.402
H 1.6544 -4.6787 5.7945 -0.0059 -0.0442 0.0029 0.434
H 0.9155 -5.1076 4.2551 -0.0270 0.0556 -0.0300 0.318
H -0.1677 -1.4901 6.2877 -0.0094 -0.0055 0.0012 0.396
H 1.1707 -2.4994 6.8425 0.0018 0.0337 -0.0138 0.441
H -0.4797 -3.0244 7.1125 0.0314 -0.0296 0.0051 0.461
H 1.4825 -2.9408 3.2584 -0.0082 -0.0043 -0.0113 0.304
H 2.2235 -2.3724 4.7645 -0.0187 0.0036 0.0028 0.478
H 0.9268 -1.4398 3.9980 -0.0018 -0.0048 -0.0063 0.475
H -3.4913 -3.1813 3.3298 -0.0032 0.0086 0.0241 0.510
H -4.1207 -4.6101 4.1692 0.0152 0.0014 -0.0151 0.458
H -2.8770 -4.7825 2.9159 0.0251 0.0132 -0.0182 0.384
```
Positions in Å, forces in eV/Å.

Summary:
Total charge: -1
<S²>: 2.008
Electronic energy, eV: -187517.4318
Multiplicity: 3


Here is C24H25N7O3Se2Ti as an isolated structure in a non-equilibrium geometry from the OMol25 dataset. Energies are from ωB97M-V with the def2-TZVPD basis set.

```
62
Properties=species:S:1:pos:R:3:forces:R:3:mulliken_charge:R:1
Ti 0.2759 0.6951 -0.1202 0.4260 -0.9878 0.1952 -1.413
C -3.2415 -2.2704 2.8217 0.4740 0.2396 -0.1419 -1.156
Se -1.6316 -1.5308 1.9365 -0.6874 -0.8258 1.0184 0.243
C -1.3968 -0.0118 3.1550 0.0706 -0.2877 -0.1088 -0.374
C -2.5585 0.9647 3.1179 -0.0432 0.4572 -0.2359 -0.871
Se -2.1856 2.5665 2.0292 -0.6251 0.4440 0.8616 0.112
C -0.9683 3.3803 3.3168 -0.1560 -0.1638 0.0184 -0.958
H -2.9749 -2.6411 3.8079 0.0026 -0.0288 0.0120 0.328
H -3.6050 -3.0871 2.2054 0.0216 -0.0341 -0.0403 0.325
H -4.0131 -1.5104 2.9051 -0.0456 -0.0037 -0.0334 0.355
H -0.4581 0.4489 2.8258 -0.2233 -0.1062 0.3128 -0.097
H -1.2630 -0.4276 4.1570 0.0785 0.0505 -0.1161 0.660
H -2.8085 1.3276 4.1191 -0.0037 -0.0253 -0.1476 0.438
H -3.4566 0.5217 2.6819 0.0839 0.1000 0.0972 0.321
H -1.4507 3.4235 4.2908 -0.0158 0.0319 -0.0046 0.328
H -0.7368 4.3833 2.9705 0.0362 -0.0257 0.0066 0.338
H -0.0549 2.7902 3.3605 0.0028 0.1096 0.0325 0.271
C -0.9874 -1.9502 -1.6762 -0.5129 -0.3281 0.0630 -1.656
N -0.0057 -0.8823 -1.5464 0.2535 0.1799 -0.3383 0.873
C 0.9955 -0.9220 -2.3712 0.1264 -0.1169 -0.3898 0.132
C 2.0099 0.0422 -2.2780 0.6173 0.0397 -0.4513 -0.438
C 3.1362 0.3248 -3.0705 -0.5513 -0.3275 0.1833 -0.939
C 3.7336 1.4411 -2.5074 -0.0641 0.1715 0.2231 -0.949
C 2.9605 1.7862 -1.3925 0.3896 0.2978 -0.0691 -0.567
N 1.9278 0.9531 -1.2481 0.4999 -0.3786 -0.5594 1.248
C -0.4401 -3.2987 -1.2609 0.0432 0.0233 -0.0065 0.964
C -0.7653 -4.4572 -1.9529 -0.0474 0.1061 -0.0169 -0.830
C -0.2706 -5.6822 -1.5368 -0.0208 -0.1419 0.0200 -0.585
C 0.5509 -5.7623 -0.4253 0.0216 -0.0790 0.0003 -0.501
C 0.8829 -4.6108 0.2669 -0.0072 0.0290 0.0404 -0.980
C 0.3876 -3.3899 -0.1490 0.0957 0.1462 -0.0426 0.522
H -1.3409 -2.0066 -2.7165 -0.0147 0.0434 0.2034 0.371
H -1.8450 -1.7081 -1.0361 0.1529 -0.0011 -0.2587 0.379
H 1.0602 -1.6885 -3.1506 -0.0545 0.0549 0.1473 0.446
H 3.4473 -0.2368 -3.9312 0.0867 -0.0463 -0.1566 0.531
H 4.6166 1.9497 -2.8465 0.1233 0.0414 0.0060 0.468
H 3.1345 2.5938 -0.6994 -0.0158 0.0593 0.0882 0.592
H -1.4090 -4.4067 -2.8197 -0.0636 0.0296 -0.1175 0.398
H -0.5260 -6.5799 -2.0807 -0.0300 -0.0545 -0.0623 0.390
H 0.9359 -6.7160 -0.1000 0.0394 -0.1286 0.0065 0.400
H 1.5246 -4.6559 1.1342 0.0676 -0.0411 0.0756 0.461
H 0.6495 -2.4863 0.3821 0.0004 -0.1814 -0.0118 0.036
O 1.1934 4.2703 1.2178 -0.2002 -0.3724 -0.2958 -0.680
C 0.7250 3.3144 0.6313 0.1296 1.8876 -0.1772 0.454
O 0.6943 2.1037 1.0525 0.7192 -0.0990 0.5051 -0.464
C 0.0759 3.4864 -0.7318 0.0704 0.3882 0.1103 0.694
C -0.0906 4.7281 -1.3270 0.0334 -0.3009 0.0910 -1.061
C -0.6909 4.7803 -2.5737 0.0160 -0.3052 0.0635 -0.421
C -1.0936 3.5918 -3.1702 0.0750 0.0321 0.1240 -0.957
C -0.8815 2.3952 -2.5046 -0.1634 -0.1827 -0.2769 -0.202
N -0.3088 2.3428 -1.3065 -0.1477 1.1916 -0.3627 0.969
H 0.2572 5.6083 -0.8082 0.0138 0.0022 0.0680 0.568
H -0.8361 5.7247 -3.0726 -0.0402 0.1028 -0.0732 0.454
H -1.5626 3.5875 -4.1408 -0.0414 -0.0316 -0.0759 0.450
H -1.1747 1.4416 -2.9330 0.0025 0.1200 0.0082 0.442
O -2.4945 0.5979 -0.6082 1.4898 0.0114 1.9896 -0.490
N -1.5634 0.5918 0.1831 -3.3458 -0.1503 -2.8232 0.457
N 5.3555 -1.8155 2.1380 0.5797 -0.2172 -0.0241 -0.544
C 4.2959 -1.3719 2.1950 0.7423 -0.3894 -0.3318 0.452
N 3.1166 -0.8744 2.3384 -1.0457 0.7591 0.5005 -0.740
C 2.1105 -0.6690 1.6655 0.0912 -0.4853 0.3858 0.468
N 1.0370 -0.5072 1.1866 0.4898 -0.3018 0.2924 0.536
```
Positions in Å, forces in eV/Å.

Summary:
Relative energy (zero: lowest compared OMol25 entry of this formula, charge and spin), kJ/mol: 161.4
Total charge: 0
<S²>: 2.012
Electronic energy, eV: -195673.9330
Multiplicity: 3